The following is a quantum chemistry calculation of a cluster of 2 separate species, C5H14 in total in a non-equilibrium geometry, from the OMol25 dataset.

The geometry in XYZ format:
```
19
Properties=species:S:1:pos:R:3
H 0.10 2.89 -0.25
H -1.46 0.71 0.14
C -0.92 1.27 0.90
H 0.45 -3.30 -1.05
H 2.65 -2.03 -2.69
H -1.58 3.09 -0.13
C -0.73 2.73 0.44
H 0.35 -1.57 -1.58
H 2.61 -1.70 -1.00
C -1.55 1.15 2.27
H -0.77 3.38 1.31
C 0.77 -2.56 -1.78
H -0.98 1.67 3.04
C 2.31 -2.44 -1.73
H 2.78 -3.42 -1.66
H 0.41 -2.82 -2.78
H -2.54 1.63 2.23
H 0.07 0.81 0.84
H -1.77 0.13 2.55
```

multiplicity: 1
structure (SMILES): CCC.CC
largest force on an atom: 0.030 Eh/bohr
Kohn-Sham gap: 12.171 eV
energy relative to the best compared isomer or geometry (same formula, charge and spin): 37.46 kJ/mol

Löwdin population analysis, charges in e, atoms 1 to 6:
1. H 0.065
2. H 0.089
3. C -0.327
4. H 0.056
5. H 0.058
6. H 0.062

The following is a quantum chemistry calculation of a cluster of 2 separate species, C5H14 in total in a non-equilibrium geometry, from the OMol25 dataset.

The geometry in XYZ format:
```
19
Properties=species:S:1:pos:R:3
H 0.50 -1.39 0.23
H 2.24 1.86 0.12
H -1.11 1.42 -1.56
H -0.34 -3.81 0.95
C -0.16 -2.16 -0.37
H 0.36 -2.92 -1.05
H 1.55 2.01 1.67
H -1.90 -3.49 0.22
C -0.95 -3.02 0.64
C -0.05 2.08 0.34
C -0.19 2.12 -1.22
H 0.67 1.72 -1.69
H -1.14 -2.36 1.44
H -0.88 1.40 0.84
H -0.45 3.03 -1.69
H -0.81 -1.61 -1.05
H -0.17 3.13 0.71
H 1.53 0.42 0.76
C 1.31 1.59 0.71
```

multiplicity: 1
structure (SMILES): CCC.CC
largest force on an atom: 0.086 Eh/bohr
Kohn-Sham gap: 12.055 eV
energy relative to the best compared isomer or geometry (same formula, charge and spin): 142.74 kJ/mol

Löwdin population analysis, charges in e, atoms 1 to 6:
1. H 0.074
2. H 0.083
3. H 0.105
4. H 0.030
5. C -0.174
6. H 0.079

The following is a quantum chemistry calculation of a cluster of 2 separate species, C5H14 in total in a non-equilibrium geometry, from the OMol25 dataset.

The geometry in XYZ format:
```
19
Properties=species:S:1:pos:R:3
H 0.07 -3.26 -0.54
H 0.96 -1.87 -1.04
H 0.11 -1.93 0.69
H -1.01 1.08 1.14
H 1.18 -0.08 0.83
H -0.56 2.19 -1.22
C 0.06 -2.15 -0.39
C 1.15 0.86 1.43
H -2.08 -2.36 -0.75
H 1.01 0.56 2.47
C 0.06 1.59 -0.66
C -0.04 1.60 0.84
H 2.00 1.38 1.35
H 0.04 0.63 -1.07
H -1.46 -0.64 -0.94
C -1.23 -1.66 -1.07
H -0.20 2.64 1.29
H -1.17 -1.85 -2.09
H 1.02 2.07 -1.02
```

multiplicity: 1
structure (SMILES): CCC.CC
largest force on an atom: 0.089 Eh/bohr
Kohn-Sham gap: 12.353 eV
energy relative to the best compared isomer or geometry (same formula, charge and spin): 95.97 kJ/mol

Löwdin population analysis, charges in e, atoms 1 to 6:
1. H 0.066
2. H 0.088
3. H 0.061
4. H 0.113
5. H 0.056
6. H 0.045

Number 2 is which compound?
C5H14